(1)
11
Properties=species:S:1:pos:R:3:forces:R:3:mulliken_charge:R:1 method="wB97M-V/def2-TZVPD" multiplicity=1 homo_energy_ev=-8.89 gap_ev=9.3 smiles=CN.SS
C 1.02423 0.01231 0.49681 -0.29 2.85 0.16 -0.546
N 0.98063 -0.11130 -0.93738 0.42 -2.52 0.38 -0.493
H 1.52097 0.96993 0.78391 0.10 -0.68 0.12 0.261
H 0.06518 0.07485 1.03446 0.04 -0.35 -0.79 0.060
H 1.52958 -0.79273 0.87016 1.44 -1.99 1.28 0.329
H 0.65648 0.72032 -1.29101 -0.35 2.14 -1.63 0.240
H 1.85083 -0.47761 -1.36821 -1.08 0.80 0.52 0.192
S -2.51065 0.75372 0.14870 -0.82 -0.29 -0.34 -0.200
S -2.04028 -1.26784 -0.18923 0.70 1.56 -0.95 -0.233
H -2.06874 0.78768 1.38395 0.23 0.19 0.78 0.142
H -1.00822 -0.66932 -0.93216 -0.40 -1.72 0.46 0.248



(2)
11
Properties=species:S:1:pos:R:3:forces:R:3:mulliken_charge:R:1 method="wB97M-V/def2-TZVPD" multiplicity=2 homo_energy_ev="-14.53 / -14.32" gap_ev="9.3 / 5.3" s2=0.754 charge=+1
S -0.17292 -2.66085 0.97501 1.05 0.99 -0.59 0.097
S 1.37088 -1.97912 -0.22402 -1.44 0.17 0.74 0.065
H 0.40615 -2.04827 2.03089 0.02 -0.74 0.41 0.292
H 0.44972 -1.07506 -0.81461 0.04 0.11 -0.93 0.403
C 0.04847 1.28144 0.14952 0.81 0.54 -0.86 -0.652
N -0.58248 0.60400 -0.99475 -0.14 -1.15 1.28 -0.535
H -0.54962 2.04481 0.61783 -0.38 0.27 0.11 0.334
H 0.37365 0.58928 0.91458 -0.12 -0.34 0.13 0.167
H 0.95087 1.75024 -0.24514 0.03 0.13 0.25 0.335
H -1.47652 0.24858 -0.67588 -0.19 -0.18 -0.15 0.233
H -0.81820 1.24495 -1.73342 0.32 0.21 -0.39 0.261



(3)
10
Properties=species:S:1:pos:R:3:forces:R:3:mulliken_charge:R:1 method="wB97M-V/def2-TZVPD" multiplicity=1 homo_energy_ev=-8.75 gap_ev=9.5
C -1.49042 -0.19814 -0.05324 0.26 3.63 1.74 -1.023
N 1.42390 -0.76382 0.07682 2.52 -0.76 0.36 -0.418
Si 0.67389 0.76511 0.09211 -3.82 -0.99 -2.39 0.383
H -1.62660 -1.24288 -0.36892 0.47 0.42 0.30 0.269
H -1.74382 0.02044 1.04480 -0.08 -1.07 -1.42 0.247
H -2.23479 0.51234 -0.61192 1.68 -1.33 0.67 0.246
H 2.47775 -0.89353 0.20774 -2.34 0.04 -0.33 0.221
H 0.90483 -1.63485 -0.14464 0.74 1.29 0.29 0.252
H 0.39395 1.55718 -1.17982 0.76 -0.38 0.33 -0.087
H 1.22131 1.87815 0.93708 -0.19 -0.85 0.44 -0.091



(4)
13
Properties=species:S:1:pos:R:3:forces:R:3:mulliken_charge:R:1 method="wB97M-V/def2-TZVPD" multiplicity=1 homo_energy_ev=-5.38 gap_ev=9.4 charge=-1
O 0.79332 1.55171 -0.19317 -0.16 -0.12 0.05 -0.640
C 1.19177 0.55855 0.44170 0.20 0.58 -0.39 -0.041
O 0.51660 -0.37153 0.94074 -0.14 -0.19 0.15 -0.742
H 2.30154 0.52463 0.56739 -0.03 -0.32 0.20 0.323
H -2.24354 -1.54633 1.10626 -0.08 -0.11 -0.19 0.293
H -1.15250 -0.83000 0.37142 0.20 -0.06 -0.22 0.387
O -1.92776 -1.41615 0.20357 -0.08 0.16 0.39 -0.679
H 0.61960 -2.25286 0.83456 0.17 -0.12 -0.24 0.438
H -0.26988 -3.19390 0.05068 0.19 0.13 0.14 0.321
O 0.58417 -3.17652 0.50607 -0.24 0.04 0.08 -0.698
H -1.13374 2.99481 -1.16391 0.15 -0.10 -0.02 0.310
H 0.19046 2.69095 -1.79003 -0.32 0.06 0.24 0.392
O -0.61318 3.21927 -1.94239 0.14 0.05 -0.19 -0.665



(5)
10
Properties=species:S:1:pos:R:3:forces:R:3:mulliken_charge:R:1 method="wB97M-V/def2-TZVPD" multiplicity=1 homo_energy_ev=-16.12 gap_ev=10.3 charge=+1
O 2.48229 -0.71045 0.03762 0.14 1.15 0.86 -0.683
H 0.54797 -1.35599 0.25334 0.60 2.05 0.18 0.354
H 2.64719 -0.43820 0.95749 -0.01 -0.86 0.18 0.361
H 2.76590 0.14050 -0.33254 -0.02 -0.35 -0.91 0.340
C -1.47806 0.92439 -0.27474 0.62 0.60 -0.63 -0.631
S -0.58371 -0.65243 -0.13550 -1.33 -3.09 -1.24 0.003
H -2.45461 0.60477 -0.66001 0.03 -0.46 0.87 0.354
H -1.11270 1.40473 -1.18991 0.63 0.40 0.74 0.333
H -1.42774 1.42283 0.67804 -0.28 0.62 -0.17 0.322
H -1.38651 -1.34014 0.66621 -0.38 -0.04 0.12 0.247



(6)
10
Properties=species:S:1:pos:R:3:forces:R:3:mulliken_charge:R:1 method="wB97M-V/def2-TZVPD" multiplicity=3 homo_energy_ev="-6.67 / -10.19" gap_ev="7.7 / 7.9" s2=2.007
C -1.07407 -1.24742 -0.21682 -0.07 -2.28 0.16 -0.839
Si 0.42112 1.01911 -0.62406 -0.44 2.49 0.42 0.372
P -0.35198 -1.28279 1.38279 -0.46 0.67 0.60 -0.087
H -2.12243 -1.07463 -0.28495 -0.50 0.27 -0.67 0.375
H -0.51641 -1.89450 -0.88297 -0.48 0.16 -0.64 0.411
H 1.49525 0.68329 -1.45072 1.51 -1.01 -0.99 -0.138
H 0.98187 1.89279 0.41457 0.18 0.20 0.38 -0.124
H -0.29456 1.99476 -1.53563 -0.35 -0.48 0.32 -0.125
H -1.41226 -0.50990 1.93991 0.38 -0.24 0.41 0.056
H -0.88121 -2.56481 1.76158 0.23 0.23 0.00 0.097



(7)
15
Properties=species:S:1:pos:R:3:forces:R:3:mulliken_charge:R:1 method="wB97M-V/def2-TZVPD" multiplicity=1 homo_energy_ev="-7.96 / -8.02" gap_ev="6.7 / 6.9"
C -1.79872 0.52890 -0.72522 -1.00 -2.81 -0.10 -0.230
P -1.01060 2.03375 -0.45287 1.94 0.52 -0.98 -0.138
P -1.35703 -0.77962 -1.99480 0.15 1.15 1.20 0.009
P 0.42618 -2.19531 0.28833 -0.45 -1.83 1.95 -0.229
P 1.78660 0.65152 0.87964 -0.06 -0.53 0.87 -0.206
P 0.04651 -0.48554 1.67265 0.34 -0.18 -0.86 0.068
I -3.50558 -0.16835 0.39984 0.51 0.39 -0.27 0.072
H -1.16958 2.34001 0.87970 -0.65 0.17 0.63 0.055
H -1.85978 2.91001 -1.10426 -0.64 0.58 0.04 0.050
H -1.04417 0.00380 -3.14136 -0.46 -0.01 0.10 0.073
H -2.68004 -1.19827 -2.18166 -0.11 0.15 -0.62 0.064
H 0.99155 -3.22975 1.29326 -0.43 1.50 -1.00 0.121
H -0.88935 -2.78133 0.59870 0.77 0.45 -0.53 0.084
H 2.72661 -0.27513 1.48005 -0.25 0.51 -0.16 0.113
H 1.71409 1.52170 2.01253 0.33 -0.06 -0.27 0.095



(8)
11
Properties=species:S:1:pos:R:3:forces:R:3:mulliken_charge:R:1 method="wB97M-V/def2-TZVPD" multiplicity=1 homo_energy_ev=-8.76 gap_ev=9.7 smiles=NN.C
N -0.70283 1.16395 1.39492 1.91 -0.85 -1.04 -0.470
N -1.87022 1.44608 0.66477 -0.33 -0.44 -1.36 -0.395
H -0.74503 0.35793 2.01589 -0.75 -0.05 0.21 0.227
H -0.05642 0.78014 0.65090 -0.55 1.10 1.17 0.236
H -2.63838 1.84092 1.16397 -0.02 0.10 0.65 0.207
H -2.16639 0.67058 0.07734 -0.27 0.14 0.36 0.197
C 1.58659 -1.23121 -1.22002 2.59 -1.37 0.61 -1.060
H 1.85650 -0.28293 -0.84656 -0.42 1.54 0.07 0.250
H 2.55662 -1.57489 -1.66649 -1.02 -0.10 0.16 0.270
H 0.79011 -1.33739 -1.88673 -1.11 0.40 -1.11 0.260
H 1.38947 -1.83317 -0.34799 -0.04 -0.45 0.27 0.277



(9)
11
Properties=species:S:1:pos:R:3:forces:R:3:mulliken_charge:R:1 method="wB97M-V/def2-TZVPD" multiplicity=1 homo_energy_ev=-9.62 gap_ev=10.6 smiles=CN.N
C 0.09912 -0.57432 1.43912 1.64 -1.77 -0.24 -0.579
N -1.14918 -0.93908 0.70595 0.83 -0.78 -1.60 -0.556
H 1.17777 -0.26555 0.94342 -2.93 -0.62 0.44 0.152
H -0.18753 0.17816 2.15573 0.24 0.31 0.23 0.261
H 0.35238 -1.52831 1.98909 -0.09 1.23 -0.19 0.272
H -1.13989 -1.91014 0.28543 0.42 1.38 1.01 0.247
H -1.25832 -0.37345 -0.13504 -0.10 0.26 0.35 0.197
N 0.89393 1.34409 -1.92455 -0.17 -2.11 1.53 -0.597
H -0.04640 0.92881 -2.00195 0.92 0.90 0.00 0.202
H 1.07367 2.18459 -2.38812 -0.28 1.28 -0.81 0.203
H 1.22029 1.39673 -0.95309 -0.48 -0.07 -0.72 0.198



(10)
12
Properties=species:S:1:pos:R:3:forces:R:3:mulliken_charge:R:1 method="wB97M-V/def2-TZVPD" multiplicity=1 homo_energy_ev=-9.65 gap_ev=6.2
N -2.32524 1.14040 0.27092 -1.39 0.09 -1.42 -0.724
H -1.69661 0.98792 -0.50351 -0.11 -0.18 -0.13 0.216
H -1.76964 1.13282 1.06621 1.28 0.01 1.77 0.290
H -0.38512 -3.70512 -0.97820 0.07 0.81 -0.30 0.121
H -2.95322 0.34696 0.36132 0.13 0.09 -0.25 0.227
N 1.47592 0.61853 -0.88139 -1.85 -2.41 -2.12 -0.377
C 1.16017 -0.49157 -0.07973 1.01 1.42 2.41 0.101
O 0.35789 -0.47416 1.00990 -0.35 -0.23 -2.18 -0.401
H 0.68005 0.94746 -1.51386 0.66 0.22 2.04 0.277
H -0.34676 -3.00340 -1.28525 -0.10 -0.82 0.27 -0.142
H 0.49596 -1.26760 -0.71988 0.93 1.23 0.40 0.050
H 2.09647 -1.00888 0.24563 -0.28 -0.22 -0.49 0.363



(11)
13
Properties=species:S:1:pos:R:3:forces:R:3:mulliken_charge:R:1 method="wB97M-V/def2-TZVPD" multiplicity=1 homo_energy_ev=-9.47 gap_ev=10.4 smiles="[H]/N=C/N.O.O"
H -1.61403 1.40240 -1.77653 0.02 0.75 -0.15 0.216
N -0.84190 1.17391 -1.16958 0.69 -0.97 -0.69 -0.688
C -0.51072 -0.03094 -1.52261 -1.57 1.08 0.65 0.142
N 0.31987 -0.85787 -0.87293 -0.10 -0.45 -1.10 -0.364
H -1.12156 -0.44553 -2.33035 0.47 -0.65 0.09 0.303
H 1.08820 -0.66919 -0.26157 0.08 0.64 0.38 0.277
H 0.05327 -1.81551 -0.90532 0.23 -0.58 -0.29 0.189
O 1.63523 -1.00821 1.45009 0.22 -0.31 0.16 -0.700
H 0.87378 -0.44661 1.63366 -0.50 0.50 0.08 0.402
H 2.23082 -0.83610 2.17795 0.30 0.00 0.13 0.309
O -0.36290 1.12615 1.39237 1.01 -0.29 1.18 -0.756
H -1.24323 1.11003 1.73174 -0.85 -0.05 0.61 0.295
H -0.50682 1.29746 0.45308 0.00 0.32 -1.06 0.374



(12)
14
Properties=species:S:1:pos:R:3:forces:R:3:mulliken_charge:R:1 method="wB97M-V/def2-TZVPD" multiplicity=1 homo_energy_ev=-10.42 gap_ev=10.9 smiles="NC(N)=O.O.O"
N -12.96422 -25.23193 -24.93943 0.22 -0.30 0.15 -0.404
C -12.34642 -26.13772 -24.13152 0.56 0.12 -0.63 0.640
N -12.94465 -27.36850 -24.04403 0.00 0.39 0.45 -0.403
O -11.28979 -25.87492 -23.56992 -0.30 -0.03 0.29 -0.651
H -12.46178 -24.37720 -25.09346 -0.18 0.07 -0.19 0.231
H -13.84508 -25.42954 -25.37322 -0.04 0.21 -0.01 0.171
H -13.44233 -27.78508 -24.80545 -0.24 -0.05 0.16 0.192
H -12.79776 -27.82829 -23.16502 0.10 -0.52 -0.28 0.223
O -8.00277 -30.43085 -23.60914 -0.01 0.09 -0.11 -0.651
H -8.26663 -29.50412 -23.76060 0.05 -0.22 0.12 0.408
H -8.47734 -30.68998 -22.81583 -0.01 0.00 0.01 0.290
O -8.75849 -27.73804 -23.65924 -0.05 0.12 -0.08 -0.696
H -8.50221 -27.25373 -22.86931 0.00 0.02 0.00 0.301
H -9.56638 -27.30016 -23.95684 -0.12 0.11 0.12 0.349